{
  "formula": "C6H17N2O2",
  "method": "ωB97M-V/def2-TZVPD",
  "e_above_lowest_kcal_mol": 75.93,
  "spin_multiplicity": 1,
  "lumo_ha": -0.111,
  "e_homo_ev": -12.39,
  "charge": 1,
  "homo_lumo_gap_ev": 9.37,
  "symbols": ["O", "O", "N", "N", "C", "C", "C", "C", "C", "C", "H", "H", "H", "H", "H", "H", "H", "H", "H", "H", "H", "H", "H", "H", "H", "H", "H"],
  "xyz": [[-3.0096, -0.1129, 0.9209], [-2.3692, 1.1218, -0.9552], [-0.1061, -1.1973, 1.2522], [-1.9391, -1.1998, -0.8895], [1.7170, 1.7664, 0.8334], [2.3984, -0.9989, -0.8277], [1.3075, 0.1582, -1.1144], [0.5712, 0.9368, 0.0089], [-0.4081, 0.2150, 0.9239], [-2.2245, -0.0178, -0.1887], [0.8661, -1.4378, 1.4897], [-2.4247, 1.9089, -0.4198], [-3.9779, -0.2460, 0.7543], [1.8158, 2.8077, 0.3794], [2.5897, 1.1501, 0.6426], [-1.9928, -1.1239, -1.8651], [1.5340, 1.8817, 1.9096], [1.9108, 0.8860, -1.6742], [-0.9761, 0.7517, 1.7834], [-0.0795, 1.6804, -0.4563], [-0.8059, -1.5081, 1.9804], [-0.4339, -1.8022, 0.3890], [0.6398, -0.2700, -1.8337], [3.1814, -0.8132, -1.5366], [2.9691, -0.7631, 0.1158], [1.9519, -2.0065, -0.8996], [-2.7053, -1.7675, -0.7225]],
  "forces_ev_per_angstrom": [[-1.201, -0.525, -0.003], [0.008, -1.953, -0.376], [-2.099, -1.330, -0.712], [0.048, 0.698, 0.909], [-1.277, 0.138, -1.437], [-0.918, 1.826, 1.392], [1.223, -0.686, 0.160], [1.037, 0.897, 1.720], [-3.336, 0.609, -1.169], [3.910, 2.174, 1.784], [-0.392, 0.166, 0.055], [-0.114, 0.353, 0.580], [0.926, 0.203, -0.198], [0.098, -1.495, 0.542], [0.512, 0.583, 0.428], [0.614, 0.777, -1.875], [-0.069, -0.179, -0.349], [-0.532, 0.191, 0.237], [1.788, -0.859, -1.336], [0.225, 0.012, -0.252], [1.346, 0.332, -0.522], [0.742, 1.211, 1.035], [-0.697, -0.080, -0.406], [0.163, -0.576, -0.778], [-0.876, -0.801, -0.436], [0.586, 0.421, 0.227], [-1.714, -2.105, 0.781]]
}



{
  "formula": "CH5NO2Si",
  "method": "ωB97M-V/def2-TZVPD",
  "e_above_lowest_kcal_mol": 132.26,
  "spin_multiplicity": 1,
  "lumo_ha": [-0.062, -0.026],
  "e_homo_ev": [-9.45, -8.38],
  "homo_lumo_gap_ev": [7.77, 7.66],
  "symbols": ["Si", "O", "O", "N", "C", "H", "H", "H", "H", "H"],
  "xyz": [[0.8389, 1.4123, 0.0914], [3.1467, 0.8156, 1.1513], [3.1325, 1.8389, -0.8654], [2.5664, 1.2953, 0.1620], [-1.3731, -1.5686, -0.5410], [0.3264, 2.1634, -1.1940], [-0.9072, -1.7998, -1.3905], [-1.0480, -2.0940, 0.2999], [-2.1559, -0.9150, -0.3163], [0.1558, 0.8005, 1.1410]],
  "forces_ev_per_angstrom": [[-0.998, 1.448, -2.702], [-0.456, 0.543, -1.450], [-0.890, -1.422, 2.470], [2.545, 0.850, -0.989], [-0.675, 0.362, 2.833], [0.469, -0.971, 1.591], [1.264, -0.401, -3.529], [0.570, -0.854, 1.214], [-1.047, 1.018, -0.522], [-0.783, -0.573, 1.084]]
}



{
  "formula": "C7H14FNO2S",
  "method": "ωB97M-V/def2-TZVPD",
  "e_above_lowest_kcal_mol": 51.15,
  "spin_multiplicity": 1,
  "lumo_ha": 0.020,
  "e_homo_ev": -8.69,
  "smiles": "C=CS(=O)(=O)F.C1CCNCC1",
  "homo_lumo_gap_ev": 9.24,
  "symbols": ["S", "F", "O", "O", "N", "C", "C", "C", "C", "C", "C", "C", "H", "H", "H", "H", "H", "H", "H", "H", "H", "H", "H", "H", "H", "H"],
  "xyz": [[-2.1104, -3.1811, 1.6025], [-3.1079, -2.6755, 2.7760], [-2.5853, -4.4796, 1.2102], [-0.8043, -2.9899, 2.1778], [0.1227, 0.0570, -0.2727], [-1.6751, -1.5085, -0.5437], [2.3050, 1.0429, -1.1688], [1.7988, 2.4156, -0.7165], [-0.1536, 1.2698, 0.4816], [0.9510, 2.3262, 0.5539], [-2.5240, -1.9588, 0.4024], [1.2034, -0.0226, -1.2433], [1.2197, 2.8804, -1.5198], [0.7640, -0.0065, -2.2557], [-1.8911, -0.5374, -0.9908], [2.7976, 1.1036, -2.1515], [-0.4278, 0.9130, 1.4856], [3.0529, 0.6846, -0.4554], [-1.0693, 1.7233, 0.0662], [0.4873, 3.2942, 0.7920], [-0.8282, -2.0974, -0.9221], [0.1261, -0.7730, 0.3657], [2.6623, 3.0587, -0.5194], [-3.5366, -1.5682, 0.5727], [1.6264, -1.0322, -1.1216], [1.5965, 2.0616, 1.3949]],
  "forces_ev_per_angstrom": [[-0.168, -0.658, 0.596], [0.493, -0.317, -0.980], [0.437, 0.972, 0.434], [-0.893, -0.117, -0.894], [1.014, -0.993, 1.691], [-1.276, -0.897, 0.188], [0.027, -0.309, 0.316], [-0.083, -0.070, -0.069], [-0.770, -0.012, -0.003], [0.059, -0.303, 0.228], [0.216, 0.475, 0.005], [-0.271, -0.369, -0.623], [-0.027, 0.007, -0.019], [0.059, 0.118, 0.080], [-0.278, -0.833, -0.540], [-0.125, 0.029, 0.329], [0.049, 0.473, -0.160], [0.079, 0.159, 0.038], [0.149, 0.130, -0.005], [0.198, -0.225, -0.068], [-0.289, 0.509, 0.488], [0.520, 1.537, -0.737], [-0.144, 0.027, -0.125], [0.732, 0.202, 0.090], [0.132, 0.380, -0.250], [0.164, 0.086, -0.009]]
}